[1]
ORCA calculation (ωB97M-V/def2-TZVPD) on C20H37Cl4HfN2Si4 as an isolated structure.

## Properties
E: -3939.65519 Ha
LUMO level: -9.961 eV
energy above the lowest of the compared OMol25 structures with the same formula, charge and spin: 0.0 kJ/mol
orbital gap: 6.63 eV
HOMO: -16.588 eV

Structure (ORCA input):
```
! RIJCOSX wB97M-V def2-TZVPD def2/J DEFGRID3
* xyz 3 1
Hf 0.619 0.892 0.127
Cl 4.577 -2.990 0.186
Cl 2.590 -0.864 0.778
Cl 5.103 3.273 -2.554
Cl -0.245 5.290 3.686
Si -0.730 -3.116 -1.302
Si -2.021 -0.731 1.653
Si -1.888 1.104 -1.741
Si -1.096 -0.833 -0.558
N 2.002 1.067 -1.548
N 1.127 1.936 2.126
C 3.953 -2.061 1.458
C 3.854 2.118 -2.622
C 0.173 -3.991 0.048
C 2.669 0.348 -3.717
C -2.430 0.999 2.249
C 1.128 3.159 4.630
C -2.465 -3.691 -1.542
C 0.550 3.145 2.318
C -1.453 1.272 -3.530
C 3.676 1.302 -3.736
C 0.236 -3.023 -2.873
C -0.583 -1.249 2.739
C -1.001 2.596 -0.924
C 0.523 3.775 3.544
C 1.759 1.941 4.431
C -3.492 -1.819 1.857
C 1.741 1.360 3.182
C 1.849 0.250 -2.615
C -3.703 1.134 -1.435
C 3.001 1.979 -1.550
H 3.119 2.605 -0.673
H -0.875 -1.135 3.790
H 1.072 -0.497 -2.559
H 0.052 2.791 -1.260
H -4.129 2.020 -1.918
H 1.256 -3.896 -0.066
H 0.288 -4.026 -3.310
H -1.707 0.383 -4.113
H 2.236 0.418 3.004
H -1.077 2.623 0.170
H -0.245 -2.380 -3.616
H 4.324 1.415 -4.597
H 4.676 -1.375 1.877
H -2.999 -3.074 -2.268
H -3.867 -1.740 2.882
H -2.562 0.939 3.335
H -0.073 -5.056 -0.011
H 3.399 -2.646 2.181
H -0.112 -3.655 1.044
H 1.264 -2.690 -2.713
H -3.027 -3.689 -0.606
H -4.299 -1.526 1.182
H -0.276 -2.285 2.597
H 0.316 -0.634 2.611
H -2.040 2.099 -3.945
H -3.366 1.385 1.834
H 0.137 3.658 1.463
H 2.269 1.445 5.245
H -2.467 -4.719 -1.923
H -1.665 1.762 2.091
H -3.954 1.172 -0.373
H -0.405 1.514 -3.700
H 2.521 -0.316 -4.558
H -3.259 -2.869 1.665
H -4.179 0.252 -1.867
H 1.118 3.635 5.602
H -1.487 3.518 -1.259
*
```

=====

[2]
ORCA calculation (ωB97M-V/def2-TZVPD) on one molecule with the formula C7H8.

## Properties
E: -271.35616 Ha
LUMO level: 0.941 eV
energy above the lowest of the compared OMol25 structures with the same formula, charge and spin: 460.2 kJ/mol
orbital gap: 10.59 eV
HOMO: -9.649 eV

Structure (ORCA input):
```
! RIJCOSX wB97M-V def2-TZVPD def2/J DEFGRID3
* xyz 0 1
C -0.067 -1.392 0.450
C 2.473 1.205 -0.529
C 0.380 -0.134 -0.305
C -0.960 -0.141 -1.054
C -0.322 0.697 0.799
C -1.296 -0.440 0.434
C 1.687 0.314 -0.728
H 2.902 2.090 -0.133
H -1.096 -0.945 -1.782
H -1.278 0.830 -1.449
H 0.154 0.669 1.786
H -0.121 -2.308 -0.143
H 0.424 -1.552 1.416
H -0.598 1.719 0.519
H -2.280 -0.622 0.864
*
```

=====

[3]
ORCA calculation (ωB97M-V/def2-TZVPD) on a 2-piece molecular cluster, C6H16NO overall.

## Properties
E: -368.18654 Ha
LUMO level: 4.140 eV
energy above the lowest of the compared OMol25 structures with the same formula, charge and spin: 17.2 kJ/mol
orbital gap: 7.09 eV
HOMO: -2.954 eV

Structure (ORCA input):
```
! RIJCOSX wB97M-V def2-TZVPD def2/J DEFGRID3
* xyz -1 1
O -0.604 -0.045 0.552
N -0.863 1.177 2.612
C -2.065 1.808 2.085
C 1.258 -0.774 -2.097
C -0.242 -0.603 -2.463
C -0.581 -0.119 1.879
C 1.719 0.493 -1.355
C 1.400 -1.994 -1.180
H 1.042 -2.898 -1.686
H 2.444 -2.084 -0.877
H 1.572 1.318 -2.053
H -2.159 2.819 2.495
H -1.344 -0.811 2.304
H -0.357 0.293 -3.084
H 2.770 0.378 -1.061
H -0.592 -1.463 -3.033
H 1.149 0.522 -0.414
H -2.100 1.820 0.992
H 0.397 -0.419 2.335
H -0.752 -0.397 -1.517
H 1.813 -0.903 -3.034
H 0.736 -1.851 -0.324
H -0.098 1.815 2.420
H -2.954 1.266 2.430
*
```

=====

[4]
ORCA calculation (ωB97M-V/def2-TZVPD) on H4IO2 as an isolated structure.

## Properties
E: -450.62440 Ha
LUMO level: 3.781 eV
energy above the lowest of the compared OMol25 structures with the same formula, charge and spin: 150.3 kJ/mol
orbital gap: 7.64 eV
HOMO: -3.861 eV

Structure (ORCA input):
```
! RIJCOSX wB97M-V def2-TZVPD def2/J DEFGRID3
* xyz -1 1
I 0.130 -1.749 0.391
O 0.654 0.064 -1.654
O -0.640 0.817 1.373
H 0.604 0.841 -1.098
H -0.828 0.789 0.435
H -0.448 -0.092 1.606
H 0.528 -0.670 -1.052
*
```

=====

Look up the energy above the lowest of the compared OMol25 structures with the same formula, charge and spin of the first one.
0.0 kJ/mol

=====

What is the formula in the first record?
C20H37Cl4HfN2Si4

=====

Repeat the first record exactly.
ORCA calculation (ωB97M-V/def2-TZVPD) on C20H37Cl4HfN2Si4 as an isolated structure.

## Properties
E: -3939.65519 Ha
LUMO level: -9.961 eV
energy above the lowest of the compared OMol25 structures with the same formula, charge and spin: 0.0 kJ/mol
orbital gap: 6.63 eV
HOMO: -16.588 eV

Structure (ORCA input):
```
! RIJCOSX wB97M-V def2-TZVPD def2/J DEFGRID3
* xyz 3 1
Hf 0.619 0.892 0.127
Cl 4.577 -2.990 0.186
Cl 2.590 -0.864 0.778
Cl 5.103 3.273 -2.554
Cl -0.245 5.290 3.686
Si -0.730 -3.116 -1.302
Si -2.021 -0.731 1.653
Si -1.888 1.104 -1.741
Si -1.096 -0.833 -0.558
N 2.002 1.067 -1.548
N 1.127 1.936 2.126
C 3.953 -2.061 1.458
C 3.854 2.118 -2.622
C 0.173 -3.991 0.048
C 2.669 0.348 -3.717
C -2.430 0.999 2.249
C 1.128 3.159 4.630
C -2.465 -3.691 -1.542
C 0.550 3.145 2.318
C -1.453 1.272 -3.530
C 3.676 1.302 -3.736
C 0.236 -3.023 -2.873
C -0.583 -1.249 2.739
C -1.001 2.596 -0.924
C 0.523 3.775 3.544
C 1.759 1.941 4.431
C -3.492 -1.819 1.857
C 1.741 1.360 3.182
C 1.849 0.250 -2.615
C -3.703 1.134 -1.435
C 3.001 1.979 -1.550
H 3.119 2.605 -0.673
H -0.875 -1.135 3.790
H 1.072 -0.497 -2.559
H 0.052 2.791 -1.260
H -4.129 2.020 -1.918
H 1.256 -3.896 -0.066
H 0.288 -4.026 -3.310
H -1.707 0.383 -4.113
H 2.236 0.418 3.004
H -1.077 2.623 0.170
H -0.245 -2.380 -3.616
H 4.324 1.415 -4.597
H 4.676 -1.375 1.877
H -2.999 -3.074 -2.268
H -3.867 -1.740 2.882
H -2.562 0.939 3.335
H -0.073 -5.056 -0.011
H 3.399 -2.646 2.181
H -0.112 -3.655 1.044
H 1.264 -2.690 -2.713
H -3.027 -3.689 -0.606
H -4.299 -1.526 1.182
H -0.276 -2.285 2.597
H 0.316 -0.634 2.611
H -2.040 2.099 -3.945
H -3.366 1.385 1.834
H 0.137 3.658 1.463
H 2.269 1.445 5.245
H -2.467 -4.719 -1.923
H -1.665 1.762 2.091
H -3.954 1.172 -0.373
H -0.405 1.514 -3.700
H 2.521 -0.316 -4.558
H -3.259 -2.869 1.665
H -4.179 0.252 -1.867
H 1.118 3.635 5.602
H -1.487 3.518 -1.259
*
```